# C60H48N6O2P3SSiSr

C60H48N6O2P3SSiSr as an isolated structure (ωB97M-V with the def2-TZVPD basis set, the Open Molecules 2025 dataset).

For the frontier orbital gap, the calculation gives 6.36 eV. For the molar mass, the calculation gives 1125.78 g mol⁻¹. The calculation puts the LUMO energy at 2.204 eV. The value obtained for the relative energy (zero: lowest compared OMol25 entry of this formula, charge and spin) is 131.77 kJ/mol. As for the HOMO energy: -4.154 eV.

ORCA input file:
```
! wB97M-V def2-TZVPD RIJCOSX def2/J DEFGRID3
* xyz -1 1
Sr 0.06 0.03 -0.47
C 7.06 1.66 -0.42
C 6.45 0.49 0.02
C 5.13 0.52 0.45
C 4.41 1.71 0.46
C 5.02 2.87 0.00
C 6.34 2.85 -0.43
P 2.64 1.57 0.93
C 2.19 3.34 1.16
C 1.58 3.95 0.06
C 1.29 5.30 0.06
C 1.60 6.07 1.17
C 2.16 5.47 2.28
C 2.45 4.11 2.29
C 2.89 0.99 2.66
C 3.97 1.47 3.41
C 4.16 1.07 4.72
C 3.27 0.16 5.29
C 2.22 -0.34 4.54
C 2.00 0.06 3.21
Si 0.51 -0.61 2.19
C -0.75 -0.69 3.62
C -0.80 -1.76 4.53
C -1.60 -1.71 5.66
C -2.37 -0.58 5.91
C -2.37 0.47 5.01
C -1.57 0.42 3.87
P -1.67 1.74 2.59
C -1.18 3.21 3.56
C -0.41 3.10 4.72
C -0.04 4.25 5.42
C -0.44 5.50 4.97
C -1.16 5.61 3.79
C -1.51 4.47 3.08
C -3.52 1.89 2.59
C -4.28 2.86 3.23
C -5.67 2.77 3.22
C -6.31 1.73 2.58
C -5.56 0.77 1.92
C -4.18 0.86 1.92
C 0.87 -2.45 1.86
C 2.11 -3.06 2.01
C 2.35 -4.33 1.52
C 1.35 -5.01 0.83
C 0.11 -4.42 0.66
C -0.15 -3.16 1.18
P -1.76 -2.29 1.07
C -2.81 -3.23 2.27
C -3.64 -2.50 3.11
C -4.47 -3.15 4.02
C -4.48 -4.53 4.08
C -3.66 -5.27 3.24
C -2.83 -4.62 2.34
C -2.49 -2.96 -0.48
C -3.86 -3.18 -0.59
C -4.44 -3.49 -1.81
C -3.65 -3.57 -2.95
C -2.29 -3.33 -2.86
C -1.71 -3.02 -1.64
H 8.09 1.65 -0.76
H 7.00 -0.44 0.01
H 4.65 -0.40 0.78
H 4.46 3.80 -0.02
H 6.80 3.75 -0.79
H 1.34 3.35 -0.82
H 0.83 5.76 -0.81
H 1.40 7.14 1.17
H 2.38 6.06 3.16
H 2.88 3.66 3.17
H 4.68 2.15 2.95
H 4.99 1.45 5.30
H 3.41 -0.17 6.31
H 1.55 -1.06 4.99
H -0.21 -2.65 4.33
H -1.62 -2.55 6.34
H -2.98 -0.53 6.81
H -2.99 1.34 5.21
H -0.09 2.13 5.07
H 0.56 4.16 6.32
H -0.18 6.38 5.53
H -1.45 6.59 3.42
H -2.06 4.57 2.15
H -3.80 3.67 3.76
H -6.25 3.53 3.74
H -7.39 1.66 2.60
H -6.05 -0.05 1.40
H -3.59 0.09 1.41
H 2.91 -2.52 2.52
H 3.32 -4.79 1.64
H 1.55 -5.99 0.40
H -0.64 -4.94 0.07
H -3.64 -1.42 3.07
H -5.10 -2.57 4.69
H -5.12 -5.05 4.79
H -3.66 -6.35 3.28
H -2.19 -5.20 1.69
H -4.49 -3.10 0.29
H -5.50 -3.68 -1.87
H -4.10 -3.81 -3.91
H -1.67 -3.39 -3.75
H -0.64 -2.85 -1.59
O -2.48 0.15 -1.01
H -2.41 0.33 -1.96
H -2.86 0.94 -0.62
N 3.94 -0.12 -2.95
C 4.02 1.17 -3.31
N 4.99 1.48 -4.22
S 3.08 2.37 -2.65
H 4.48 -0.82 -3.43
H 3.16 -0.43 -2.38
H 5.35 0.76 -4.82
H 4.90 2.40 -4.62
O 2.36 -3.66 -1.94
C 1.88 -2.60 -1.70
N 1.43 -1.51 -1.51
N -0.40 1.56 -2.32
C -0.27 2.54 -2.93
C -0.18 3.72 -3.65
C -0.97 4.83 -3.26
N -1.61 5.73 -2.94
C 0.71 3.86 -4.74
N 1.40 4.00 -5.65
*
```